C35H40CdN4O3S4Si as an isolated structure, computed with ωB97M-V/def2-TZVPD.

Results
LUMO energy = 0.13475 Ha
largest force on an atom = 0.349 eV/A
orbital gap = 4.2434 eV
relative energy (zero: lowest compared OMol25 entry of this formula, charge and spin) = 0.0637 eV
total energy = -104830.092 eV
highest occupied orbital energy = -0.021 hartree

The geometry in ORCA input format:
```
! RIJCOSX wB97M-V def2-TZVPD def2/J DEFGRID3
* xyz -2 1
Cd -0.14485 0.74029 -0.55440
C 3.59470 4.23100 1.92657
C 2.96562 5.00688 0.95715
C 2.20931 4.43578 -0.05315
C 2.03208 3.03500 -0.13206
C 2.67574 2.26807 0.86500
C 3.44216 2.84810 1.85944
N 1.21439 2.41327 -1.03003
C 0.94853 2.92854 -2.30119
C 1.85547 3.68630 -3.03433
C 1.56380 4.15094 -4.31756
C 0.34702 3.82522 -4.90072
C -0.56732 3.03201 -4.21940
C -0.29719 2.56485 -2.92539
N -1.11553 1.78590 -2.17497
N -2.29984 1.33201 -2.69198
C -2.93025 0.56683 -1.84185
C -4.23200 0.04106 -2.19021
C -4.95983 -0.66067 -1.29305
C -4.42356 -0.93687 0.00469
C -3.15693 -0.48814 0.26292
N -2.40044 0.23691 -0.58237
H 4.21579 4.68546 2.68847
H 3.07088 6.08759 0.98310
H 1.72650 5.06601 -0.78844
H 2.61490 1.18838 0.79479
H 3.96445 2.20348 2.55857
H 2.81886 3.91198 -2.59219
H 2.29202 4.75076 -4.85192
H 0.10933 4.18113 -5.89854
H -1.51229 2.75310 -4.66726
H -4.60129 0.26410 -3.18389
H -5.94668 -1.02008 -1.56643
H -4.97641 -1.48904 0.75305
H -2.68760 -0.70368 1.22124
C 0.06577 2.98180 3.58887
S -0.41117 2.61091 1.90627
C -2.17585 2.88842 2.03203
O -0.27729 1.10533 1.80322
H -0.58827 2.45851 4.28610
H 0.03314 4.06134 3.73543
H 1.09572 2.63945 3.67680
H -2.36341 3.96028 2.09828
H -2.58046 2.35395 2.89147
H -2.59345 2.48941 1.10574
C 5.64051 2.31373 -1.10100
O 6.07222 1.64356 0.07959
C 5.66728 0.38203 0.34605
S 6.23643 -0.19553 1.83329
S 4.68315 -0.45847 -0.74113
H 6.40627 3.06177 -1.30771
H 4.68241 2.80295 -0.91898
H 5.53454 1.62230 -1.93418
C -6.50410 -4.16103 -0.44348
C -6.55654 -5.34983 -1.36270
O -7.45742 -6.15258 -1.36258
S -5.28010 -5.51496 -2.60589
C -3.87986 -4.69794 -1.88016
C -3.37287 -3.53535 -2.44478
C -2.25526 -2.92387 -1.89684
C -1.64534 -3.46111 -0.76526
C -2.16897 -4.62841 -0.19621
C -3.26574 -5.25048 -0.75697
C -0.49995 -2.83075 -0.18121
C 0.45302 -2.27729 0.30409
H -7.35513 -4.20570 0.23232
H -6.54275 -3.25176 -1.04386
H -5.57197 -4.11794 0.11721
H -3.86632 -3.08728 -3.29682
H -1.87947 -1.99948 -2.31636
H -1.69645 -5.04079 0.68582
H -3.65637 -6.16560 -0.32811
C 3.95743 -3.37947 1.75476
Si 2.45530 -2.44814 2.33837
C 2.90083 -1.10199 3.55417
C 1.21963 -3.63983 3.11131
C 1.59715 -1.59112 0.87185
H 4.42932 -3.91856 2.58117
H 4.68049 -2.66788 1.34642
H 3.69619 -4.10043 0.97585
H 3.20288 -1.51377 4.52108
H 2.05240 -0.43036 3.71177
H 3.74348 -0.52520 3.15965
H 1.66546 -4.16470 3.96071
H 0.89386 -4.38421 2.38126
H 0.33125 -3.11042 3.46529
H 2.35267 -1.40529 0.10013
H 1.28617 -0.61066 1.24421
*
```

---

A 2-piece molecular cluster, C35H40F6N5S overall in a non-equilibrium geometry, computed with ωB97M-V/def2-TZVPD.

Results
LUMO energy = -0.14354 Ha
largest force on an atom = 2.079 eV/A
orbital gap = 5.8916 eV
relative energy (zero: lowest compared OMol25 entry of this formula, charge and spin) = 0.0000 eV
total energy = -71530.027 eV
highest occupied orbital energy = -0.360 hartree

The geometry in ORCA input format:
```
! RIJCOSX wB97M-V def2-TZVPD def2/J DEFGRID3
* xyz 1 1
F 8.76644 -5.48928 -0.28764
C 8.12355 -5.57384 0.92375
F 7.65941 -6.84951 1.04619
F 9.08073 -5.39371 1.89190
C 7.02769 -4.54450 1.02785
C 5.72452 -4.91812 1.33359
C 4.71305 -3.94072 1.33184
N 3.39870 -4.34875 1.61198
C 2.23751 -3.60606 1.49489
S 2.10531 -2.06335 0.86133
N 1.11659 -4.26608 1.93735
C -0.18590 -3.54755 1.94750
C -0.53732 -3.06188 0.53056
C -1.07391 -4.18614 -0.40012
C -2.44383 -3.67640 -0.89163
C -2.79548 -2.49610 0.02789
N -1.52171 -2.00851 0.51113
C 5.03372 -2.61671 1.07527
C 6.35281 -2.25612 0.82275
C 6.63933 -0.80214 0.58136
F 7.87369 -0.58254 0.06013
F 5.72492 -0.25591 -0.29482
F 6.54414 -0.06739 1.73993
C 7.36663 -3.20897 0.79034
H 5.48083 -5.95567 1.56002
H 3.27948 -5.32983 1.84777
H 1.24883 -4.96121 2.67202
H -0.95507 -4.25599 2.28443
H -0.13115 -2.69711 2.65112
H 0.37420 -2.58684 0.07675
H -0.37707 -4.32097 -1.23593
H -1.15985 -5.13917 0.14108
H -2.33934 -3.31859 -1.92535
H -3.21728 -4.44999 -0.86750
H -3.34836 -1.70896 -0.49107
H -3.43888 -2.82743 0.86627
H -1.56121 -1.44101 1.34901
H 4.26441 -1.83463 1.04281
H 8.38782 -2.91886 0.57467
C 2.23482 5.94534 0.12938
N 2.42588 4.51270 0.07925
C 3.73497 4.09723 0.52478
C 4.03963 2.64902 0.18831
C 2.87959 1.73147 0.56006
C 1.54612 2.26400 0.15392
C 1.41991 3.64294 -0.20072
C 0.20073 4.07116 -0.79208
C -0.87522 3.21825 -0.86200
C -0.83754 1.88738 -0.31426
C -1.98339 1.05436 -0.24162
C -3.31079 1.55409 -0.36009
C -4.35924 0.74058 -0.86676
C -5.60352 1.24674 -1.19376
C -5.87152 2.64023 -1.03803
N -7.04064 3.17007 -1.48856
C -7.33506 4.57212 -1.30774
C -8.15482 2.35571 -1.92373
C -7.70890 1.06610 -2.59157
C -6.63575 0.34281 -1.78533
C -4.87773 3.45042 -0.42224
C -3.67057 2.91159 -0.04076
C 0.43780 1.43474 0.12753
H 1.19451 6.22047 -0.04508
H 2.53362 6.32717 1.11757
H 2.86022 6.43561 -0.63028
H 4.46624 4.76375 0.04658
H 3.81026 4.26377 1.61558
H 4.25713 2.54555 -0.88371
H 4.94295 2.34901 0.72459
H 3.02980 0.75431 0.08655
H 2.88503 1.53104 1.64188
H 0.10696 5.07772 -1.20118
H -1.79635 3.58310 -1.31045
H -1.83308 -0.01943 -0.14988
H -4.14396 -0.31324 -1.05643
H -6.56158 5.20688 -1.76017
H -8.30026 4.77096 -1.78445
H -7.40433 4.84233 -0.24489
H -8.77966 2.10567 -1.04682
H -8.75263 2.96787 -2.61237
H -8.57980 0.41866 -2.71969
H -7.30943 1.28598 -3.58809
H -6.13270 -0.37808 -2.43852
H -7.10937 -0.25527 -0.99357
H -5.06520 4.51378 -0.26720
H -2.94655 3.54784 0.46911
H 0.53544 0.40203 0.47755
*
```

---

C35H40N6O3PRbS5 as an isolated structure, computed with ωB97M-V/def2-TZVPD.

Results
LUMO energy = 0.00938 Ha
largest force on an atom = 0.214 eV/A
orbital gap = 7.4394 eV
relative energy (zero: lowest compared OMol25 entry of this formula, charge and spin) = 0.0000 eV
total energy = -116150.387 eV
highest occupied orbital energy = -0.264 hartree

The geometry in ORCA input format:
```
! RIJCOSX wB97M-V def2-TZVPD def2/J DEFGRID3
* xyz 0 1
Rb -0.52308 -0.54793 -0.28145
O -4.31335 -0.81709 4.69354
C -3.26689 -0.11535 5.14756
C -3.41666 0.55600 6.36468
C -2.38317 1.30534 6.88917
C -1.16933 1.40359 6.21303
C -1.02250 0.74508 5.00669
C -2.05014 -0.01376 4.44684
C -1.82040 -0.63551 3.10176
O -0.75387 -0.36652 2.48409
N -2.80688 -1.41728 2.67962
N -2.60211 -1.94201 1.41317
C -3.41915 -2.85812 1.09759
S -3.36654 -3.57577 -0.51421
C -4.37606 -5.00543 -0.05262
C -5.45151 -4.51575 0.89962
S -4.65906 -3.50387 2.17934
H -4.01799 -1.22835 3.83144
H -4.36542 0.46729 6.87788
H -2.52069 1.81559 7.83469
H -0.35405 1.98341 6.62504
H -0.09223 0.80638 4.45616
H -3.75171 -5.76219 0.42207
H -4.80397 -5.41574 -0.96675
H -5.95204 -5.34562 1.39803
H -6.19303 -3.91790 0.37066
N 3.42983 0.46925 -1.06915
P 2.07940 1.19589 -1.82248
C 2.57788 2.93895 -2.05658
C 1.58326 3.90485 -1.93069
C 1.87898 5.24898 -2.12870
C 3.17343 5.63389 -2.43782
C 4.17586 4.67632 -2.55117
C 3.87776 3.33704 -2.36466
C 2.32304 0.52190 -3.50639
C 2.30465 -0.86892 -3.64497
C 2.32322 -1.44641 -4.90575
C 2.35012 -0.64644 -6.04177
C 2.36438 0.73594 -5.91174
C 2.35251 1.31914 -4.65045
C 3.46296 0.07840 0.26008
C 4.64455 -0.43927 0.80706
C 4.64764 -0.79717 2.13702
C 3.48879 -0.64287 2.89075
C 2.37018 -0.13495 2.25779
N 2.34867 0.22202 0.96905
H 4.27621 0.31004 -1.59276
H 0.57626 3.60189 -1.66447
H 1.09807 5.99211 -2.02944
H 3.40793 6.68029 -2.58549
H 5.18787 4.97920 -2.78786
H 4.66356 2.59674 -2.46349
H 2.24108 -1.49894 -2.76283
H 2.28378 -2.52327 -5.00146
H 2.35136 -1.10018 -7.02438
H 2.38659 1.36408 -6.79347
H 2.36220 2.39846 -4.56013
H 5.52995 -0.54378 0.19278
H 5.54873 -1.19563 2.58630
H 3.45170 -0.91172 3.93680
H 1.42837 -0.02172 2.78373
C 2.13646 -4.91926 0.16726
S 2.01126 -3.17398 0.56970
C 0.57051 -3.30193 1.63020
O 1.55755 -2.52209 -0.70360
H 2.37359 -5.48293 1.06932
H 2.94121 -5.02455 -0.55751
H 1.19395 -5.25043 -0.26767
H 0.81443 -3.95147 2.47147
H -0.25796 -3.71407 1.04994
H 0.30670 -2.30960 2.00298
C -3.17237 2.50666 2.53025
C -1.72353 2.70790 2.07868
C -1.58428 2.63406 0.62472
N -1.48058 2.54761 -0.51918
H -3.21495 2.54929 3.61759
H -3.53698 1.52665 2.22198
H -3.82666 3.27407 2.11772
H -1.08614 1.92468 2.49615
H -1.33214 3.67327 2.40352
S -1.19291 -2.31987 -3.58343
C -1.55511 -0.71674 -3.68785
N -0.87455 0.21945 -4.36327
C -1.14550 1.60718 -4.01460
C -2.60549 1.64531 -3.57914
S -2.90837 0.01333 -2.83747
H 0.01225 -0.04783 -4.77033
H -0.96355 2.25451 -4.87165
H -0.50079 1.92322 -3.18791
H -3.27871 1.77721 -4.42468
H -2.77628 2.41773 -2.83411
*
```

---

C35H41BiFIN10O3SSi as an isolated structure in a non-equilibrium geometry, computed with ωB97M-V/def2-TZVPD.

Results
LUMO energy = 0.00614 Ha
largest force on an atom = 1.290 eV/A
orbital gap = 7.2429 eV
relative energy (zero: lowest compared OMol25 entry of this formula, charge and spin) = 0.0000 eV
total energy = -93376.549 eV
highest occupied orbital energy = -0.260 hartree

The geometry in ORCA input format:
```
! RIJCOSX wB97M-V def2-TZVPD def2/J DEFGRID3
* xyz 0 1
Bi -0.01718 -0.78384 0.32331
C -1.32266 -4.17339 -2.67136
C -1.26822 -3.09447 -1.64100
N -0.15208 -2.61818 -1.19705
N 1.00741 -3.08789 -1.62721
C 2.07667 -2.46528 -1.04376
N 3.28976 -2.97897 -1.47114
S 2.07261 -2.20379 0.74842
C -2.50566 -2.51721 -1.11143
C -3.76197 -3.02285 -1.45743
C -4.89426 -2.42245 -0.94530
C -4.76813 -1.32671 -0.09913
C -3.49287 -0.88952 0.20047
N -2.40241 -1.46740 -0.29018
H -0.31418 -4.45363 -2.95996
H -1.86865 -3.82536 -3.55144
H -1.82965 -5.06176 -2.28454
H 3.31646 -3.16395 -2.46263
H 4.07436 -2.42752 -1.15921
H -3.84048 -3.86769 -2.12513
H -5.87312 -2.80511 -1.20438
H -5.62859 -0.83198 0.32777
H -3.33388 -0.04761 0.86818
C 1.36623 -1.90768 -4.23885
C 1.56369 -0.46920 -3.85688
N 1.36409 0.37784 -4.86383
C 1.52650 1.68352 -4.69155
C 1.91521 2.24007 -3.49095
C 2.12750 3.72933 -3.41342
O 3.48277 4.10944 -3.19191
C 2.08002 1.37793 -2.39695
C 2.45700 2.04796 -1.12670
N 1.78585 2.00100 -0.04899
C 2.08541 3.00334 0.90907
C 2.21769 4.33424 0.49996
C 2.44525 5.35007 1.41318
C 2.53954 5.05781 2.76320
C 2.39696 3.74743 3.19167
C 2.16187 2.72978 2.27846
I 1.94292 0.79190 2.98385
C 1.89705 -0.00629 -2.55215
O 2.08275 -0.73577 -1.45960
H 1.49878 -1.98080 -5.31561
H 0.35180 -2.22160 -3.99186
H 2.04180 -2.58898 -3.73561
H 1.35429 2.31612 -5.56032
H 1.55982 4.16297 -2.58799
H 1.75577 4.18439 -4.33758
H 4.02413 3.68610 -3.86639
H 3.30970 2.72693 -1.20929
H 2.13110 4.56874 -0.55254
H 2.54437 6.36997 1.06494
H 2.71524 5.84348 3.48609
H 2.46304 3.50906 4.24468
C -0.21474 -3.37168 4.39071
Si -1.21675 -2.95403 2.85653
C -3.05777 -3.27120 3.09283
C -0.67686 -4.22205 1.59991
N -0.93859 -1.28822 2.33604
C -1.46924 -0.25805 3.10565
C -2.00668 -0.45675 4.39797
C -2.49271 0.56353 5.19689
C -2.48431 1.88085 4.76548
C -1.98182 2.13577 3.50110
C -1.51395 1.09589 2.73271
F -1.05795 1.45744 1.48055
H -0.29423 -4.44404 4.58842
H -0.48300 -2.84043 5.30389
H 0.83847 -3.16157 4.18180
H -3.22294 -4.34587 3.20781
H -3.58375 -2.96024 2.18450
H -3.52942 -2.76834 3.93522
H -1.04936 -5.17379 1.99461
H 0.40436 -4.29385 1.49543
H -1.10377 -4.09814 0.60670
H -2.03033 -1.45567 4.80331
H -2.87683 0.31392 6.17795
H -2.85231 2.68361 5.38841
H -1.93832 3.13538 3.08795
C -1.72954 3.88117 -4.03928
N -1.88182 2.56359 -3.47489
C -2.14036 1.40131 -4.30002
C -1.77852 0.26223 -3.34503
O -1.92687 -0.90962 -3.60528
N -1.29341 0.80137 -2.16878
C -1.34606 2.11321 -2.31407
N -0.88084 2.95508 -1.37353
H -2.61536 4.13517 -4.62091
H -0.85327 3.93817 -4.69255
H -1.62571 4.63139 -3.25790
H -1.48318 1.36070 -5.17204
H -3.18063 1.33714 -4.62055
H -0.56266 2.53291 -0.51436
H -1.19304 3.90774 -1.33859
*
```

---

A 7-piece molecular cluster, C35H41F18IO15S overall in a non-equilibrium geometry, computed with ωB97M-V/def2-TZVPD.

Results
LUMO energy = -0.06449 Ha
largest force on an atom = 9.471 eV/A
orbital gap = 7.7803 eV
total energy = -135514.408 eV
highest occupied orbital energy = -0.350 hartree

The geometry in ORCA input format:
```
! RIJCOSX wB97M-V def2-TZVPD def2/J DEFGRID3
* xyz 0 1
O 1.00346 -3.25058 1.73240
C -0.03502 -3.40307 0.86812
I -1.29755 -5.23737 0.97790
C -0.34065 -2.22322 -0.26581
C -1.66773 -1.31698 0.07758
C -2.22736 -1.16860 1.48088
C -3.61564 -0.24549 1.61288
O -3.83033 0.62263 2.62051
C -4.70169 -0.46942 0.36070
C -6.30957 -0.57527 0.66471
C -6.88108 -1.87668 -0.15768
C -6.01601 -3.25589 0.04191
S -5.46363 -3.54281 1.84842
C -4.14118 -0.61169 -1.04295
C -2.47561 -0.52745 -1.15592
O -1.86437 0.15252 -2.13295
H -0.57091 -2.82267 -1.27119
H 0.64313 -1.57102 -0.42388
H -1.74357 -1.70301 2.40234
H -6.44984 -0.82255 1.82262
H -6.87216 0.43047 0.45394
H -6.87046 -1.57523 -1.30810
H -8.00561 -2.14084 0.08630
H -6.77183 -4.15392 -0.17458
H -5.14265 -3.38183 -0.72693
H -4.99727 -4.89596 1.82908
H -4.83134 -0.79167 -1.98811
C 2.80514 1.58218 0.65979
C 3.41068 2.12970 -0.61908
O 4.59991 1.40201 -0.96289
C 4.41325 0.22703 -1.64510
O 3.31073 -0.21438 -1.95742
C 5.75696 -0.41405 -1.98981
F 6.63809 -0.38599 -0.94862
F 6.37553 0.22036 -3.02697
F 5.64600 -1.72152 -2.35521
H 3.54510 1.58095 1.46656
H 1.94511 2.18298 0.96875
H 2.47597 0.54676 0.52826
H 3.70888 3.17224 -0.46609
H 2.69008 2.11921 -1.44479
C 5.01990 -4.59778 -2.78721
C 6.42577 -5.09294 -2.50383
O 6.50871 -6.51191 -2.70788
C 6.70600 -6.92594 -4.00036
O 6.80537 -6.16078 -4.95567
C 6.82564 -8.44805 -4.06520
F 5.89099 -9.08428 -3.30172
F 8.03911 -8.88534 -3.62127
F 6.68168 -8.94110 -5.32673
H 4.28872 -5.15174 -2.18978
H 4.93125 -3.53232 -2.55700
H 4.75290 -4.74932 -3.83768
H 6.67464 -4.90761 -1.45363
H 7.17075 -4.56388 -3.10905
C -5.18608 -0.05820 5.23967
C -6.11549 0.30163 6.38365
O -7.44149 -0.18502 6.12499
C -7.67723 -1.49695 6.44762
O -6.82998 -2.24618 6.92591
C -9.13401 -1.86571 6.16986
F -9.58068 -1.38796 4.97257
F -9.97828 -1.36429 7.11674
F -9.34794 -3.21063 6.14307
H -5.58843 0.30379 4.28810
H -4.19525 0.37816 5.39432
H -5.07689 -1.14320 5.14690
H -6.18746 1.39106 6.46828
H -5.73936 -0.07130 7.34314
C -2.16752 1.34774 -4.97617
C -1.56198 1.89526 -6.25503
O -0.37275 1.16756 -6.59884
C -0.55942 -0.00742 -7.28106
O -1.66194 -0.44883 -7.59338
C 0.78429 -0.64850 -7.62577
F 1.66542 -0.62044 -6.58458
F 1.40286 -0.01409 -8.66293
F 0.67333 -1.95596 -7.99117
H -1.42757 1.34650 -4.16940
H -3.02756 1.94853 -4.66720
H -2.49670 0.31232 -5.10770
H -1.26379 2.93779 -6.10205
H -2.28259 1.88476 -7.08074
C 9.00274 3.26534 2.67732
C 8.15682 3.16074 1.42216
O 6.80666 3.56883 1.69150
C 6.56364 4.91794 1.65035
O 7.42337 5.76030 1.40696
C 5.08434 5.20592 1.90350
F 4.57216 4.47221 2.93336
F 4.31378 4.92026 0.81472
F 4.83991 6.51012 2.21112
H 8.54804 2.69915 3.49652
H 10.01072 2.88094 2.49766
H 9.08210 4.30373 3.01375
H 8.11416 2.11648 1.09519
H 8.58562 3.73917 0.59589
C -3.66752 5.65677 3.58060
C -3.06198 6.20429 2.30173
O -1.87275 5.47659 1.95792
C -2.05942 4.30161 1.27571
O -3.16194 3.86020 0.96338
C -0.71571 3.66054 0.93099
F 0.16542 3.68859 1.97218
F -0.09714 4.29494 -0.10616
F -0.82667 2.35307 0.56559
H -2.92757 5.65553 4.38737
H -4.52756 6.25756 3.88956
H -3.99670 4.62135 3.44906
H -2.76379 7.24682 2.45472
H -3.78259 6.19379 1.47602
*
```